(1)
This record from the OMol25 dataset describes C8H15N as an isolated structure at a distorted geometry. The level of theory is ωB97M-V/def2-TZVPD.

The value obtained for the gap between HOMO and LUMO is 8.77 eV. The calculation puts the total energy at -368.5004 hartree.

Cartesian coordinates (Å):
H1 -1.0974 -2.6074 1.3345
H2 0.3546 -2.2086 2.2627
H3 2.2244 0.5463 0.1029
H4 -2.1387 -0.2103 -0.7267
H5 1.3452 2.0184 0.5191
C1 1.4847 0.9649 0.7818
H6 -1.0328 1.7146 1.6664
C2 0.1886 -1.2039 0.3630
H7 0.4543 -3.2583 0.8220
C3 -0.0549 0.0370 -1.2779
N1 0.3217 -1.2699 -0.9414
C4 -0.7953 0.6560 1.8008
H8 0.9269 1.8008 -1.9892
H9 -1.7270 1.4115 -1.3183
C5 0.1728 0.1997 0.7338
C6 0.8125 0.7523 -2.2803
H10 0.3607 0.7348 -3.2776
H11 1.8026 0.3010 -2.3321
H12 -1.7269 0.0892 1.7847
H13 1.8875 0.9460 1.8031
H14 -1.8427 0.0678 -2.4525
C7 -1.5310 0.3445 -1.4378
H15 -0.3607 0.5554 2.8038
C8 -0.0294 -2.3819 1.2554



(2)
This record from the OMol25 dataset describes a single C8H15N molecule at a distorted geometry. The level of theory is ωB97M-V/def2-TZVPD.

The value obtained for the gap between HOMO and LUMO (spin up / spin down) is 6.73 / 7.24 eV. The calculation puts the total energy at -368.3998 hartree.

Cartesian coordinates (Å):
H1 -1.2815 -1.1132 -2.7048
C1 -0.0867 0.6153 0.9121
H2 -0.1931 0.5915 3.0636
C2 -0.3321 1.9697 0.8802
H3 1.7243 0.5323 -1.5714
H4 -0.5942 -2.2095 -1.1152
H5 -0.2479 2.5478 1.7918
H6 -1.6388 -1.7541 0.2336
H7 -1.4557 -0.3494 2.2818
C3 1.5895 -0.2005 -0.7825
H8 1.8100 -1.2034 -1.1372
H9 -0.3002 2.5517 -0.0262
C4 -0.9546 0.4711 -1.4187
H10 2.3108 -0.6047 1.2224
C5 2.0366 0.1751 0.5241
H11 -1.5305 0.4670 -3.3895
H12 -1.0719 1.5409 -1.4084
N1 -1.2662 -0.1107 -2.6103
C6 -0.3989 -0.0776 2.2290
C7 -0.2507 -0.1902 -0.3808
H13 2.5073 1.1326 0.6934
H14 0.0635 -2.1474 0.5025
H15 0.1929 -0.9784 2.3856
C8 -0.6321 -1.6560 -0.1749



(3)
This record from the OMol25 dataset describes C8H15N as an isolated structure at a distorted geometry. The level of theory is ωB97M-V/def2-TZVPD.

The value obtained for the gap between HOMO and LUMO is 9.88 eV. The calculation puts the total energy at -368.2845 hartree.

Cartesian coordinates (Å):
H1 -0.7736 0.1679 1.5980
C1 0.6520 0.1473 -1.0096
H2 2.0303 2.5365 1.2904
H3 -0.2575 -2.6458 -1.4225
H4 1.0237 0.7874 2.2018
H5 -0.8954 1.7481 -2.0790
H6 -1.2277 -0.1616 -2.3157
H7 2.0191 -1.0776 1.0606
C2 1.0727 -1.5417 1.3374
C3 -0.7653 0.6446 -1.6436
H8 1.4979 0.2636 -1.5665
H9 -1.7233 -1.7361 -1.0498
H10 -2.5375 0.1240 0.0204
C4 -0.6205 0.4631 0.6292
C5 -1.7446 0.8126 -0.3478
C6 1.5757 1.4264 1.1419
N1 0.5045 1.4486 0.0424
H11 0.9283 -2.6131 0.9223
C7 -0.7858 -2.0875 -0.6104
C8 0.0370 -0.8606 0.0834
H12 -1.1859 -2.7318 0.1033
H13 2.7602 0.9844 1.1155
H14 0.6497 -1.6222 2.4749
H15 -2.3670 1.8106 -0.1332



(4)
This record from the OMol25 dataset describes a 2-piece molecular cluster, C8H15N3O3 overall at a distorted geometry. The level of theory is ωB97M-V/def2-TZVPD.

The value obtained for the gap between HOMO and LUMO is 9.72 eV. The calculation puts the total energy at -703.7431 hartree. Its structure (SMILES) is O=c1nc(O)[nH][nH]1.C=C(C)C(C)(C)O.

Cartesian coordinates (Å):
H1 -0.2218 -1.9874 2.8971
H2 -2.4359 -1.3479 1.9194
H3 -0.3747 1.6144 -4.4853
H4 1.2073 -1.2050 3.5126
N1 0.6459 0.2860 -1.7344
C1 -1.3588 1.2792 1.0655
C2 1.5136 0.5867 1.4159
C3 -0.2501 0.9634 -2.3954
C4 0.3753 -0.3909 1.5240
H5 1.3043 1.1553 0.5328
H6 -2.7985 -1.2722 0.1194
N2 -0.0450 0.8930 -3.7479
O1 0.7665 -1.5360 0.8002
C5 -1.1241 -0.0243 0.9454
H7 -2.3652 1.5887 0.9028
C6 1.5738 -0.2767 -2.6327
H8 -1.3529 -2.0476 0.6558
C7 0.2087 -0.9787 2.9366
N3 1.1843 0.3082 -3.8720
O2 -1.2713 1.5179 -1.7601
H9 1.6224 1.3934 2.1634
H10 -0.5579 1.9472 1.4601
H11 1.4295 -0.0777 -4.7925
H12 2.4218 0.1036 1.3025
H13 1.0912 -1.3663 -0.0386
C8 -2.0216 -1.1496 0.8993
H14 -1.2607 1.3330 -0.7535
O3 2.5496 -0.9407 -2.4335
H15 -0.4558 -0.3690 3.5930



(5)
This record from the OMol25 dataset describes a single C8H15N3O5 molecule at a distorted geometry. The level of theory is ωB97M-V/def2-TZVPD.

The value obtained for the gap between HOMO and LUMO is 9.95 eV. The calculation puts the total energy at -854.3497 hartree. Its structure (SMILES) is C[C@@H](O)[C@H](NC(=O)[C@@H](N)CC(N)=O)C(=O)O.

Cartesian coordinates (Å):
C1 1.5475 0.0545 -0.2686
N1 -3.5355 1.4790 0.0978
H1 1.2804 2.7803 -1.1373
C2 -1.2709 -1.3836 -0.2526
H2 -3.4162 2.4798 -0.0712
H3 -3.1930 -1.0605 0.7269
H4 3.2177 -2.7023 -0.0548
C3 -2.5530 0.7357 -0.4397
O1 -1.5592 1.1695 -1.0451
H5 -0.8013 -0.9287 -1.0906
H6 0.9306 0.2367 -1.1684
C4 -0.4832 -0.9017 1.0165
H7 -4.4179 1.1295 0.2838
O2 3.2089 -1.0760 -1.4724
C5 1.5457 2.5408 -0.0950
N2 0.6073 -0.1240 0.8440
H8 2.0803 3.4297 0.2462
H9 0.6318 2.3496 0.4632
H10 1.0616 0.1181 1.7199
O3 2.4426 -2.2213 0.2415
H11 3.2190 1.3194 -0.7935
C6 -2.7363 -0.7627 -0.2301
H12 3.5897 1.6607 1.5728
C7 2.4538 -1.1622 -0.5168
H13 -3.3495 -1.0748 -1.1021
O4 -0.9489 -1.1134 2.1349
O5 2.8650 1.0560 1.3122
N3 -1.2843 -2.8606 -0.2984
H14 -1.7774 -3.2737 0.4699
H15 -1.7953 -3.2099 -1.0839
C8 2.4400 1.3160 -0.0091



(6)
This record from the OMol25 dataset describes a single C8H15N3O5 molecule at a distorted geometry. The level of theory is ωB97M-V/def2-TZVPD.

The value obtained for the gap between HOMO and LUMO is 10.06 eV. The calculation puts the total energy at -854.2657 hartree. Its structure (SMILES) is NC(=O)CC[C@H](NC(=O)[C@@H](N)CO)C(=O)O.

Cartesian coordinates (Å):
O1 1.5231 -2.7909 -0.4790
H1 0.7757 2.6191 -4.5511
H2 0.1549 -0.7788 5.5049
H3 -0.8135 -1.9223 4.6782
C1 0.5063 -0.6437 3.5286
H4 0.9380 0.6102 1.2589
H5 0.1195 0.7218 -3.3274
C2 0.2360 -0.7993 -0.3779
H6 0.5019 1.9722 -0.0778
C3 -0.5189 1.9526 -1.7092
O2 1.2990 0.2704 3.5556
H7 1.6382 -0.9958 1.2872
N1 0.7658 1.8929 -1.1129
H8 1.4933 -3.8406 -0.4122
O3 0.3767 2.7517 -3.6508
C4 -0.2027 -0.9855 2.2274
H9 1.0557 -0.3463 -0.9840
H10 -1.7650 -0.9988 -0.5135
N2 0.1621 -1.4081 4.6415
O4 -2.7622 1.0666 -1.2365
H11 1.1610 3.0417 -1.3445
O5 -0.8551 -2.9187 -1.0118
C5 -0.3702 1.6592 -3.2794
N3 -1.0299 -0.2798 -0.7185
H12 -1.1995 -0.4834 2.3383
H13 -0.2371 -2.0580 2.1211
C6 0.7244 -0.4683 1.0756
H14 -1.3122 1.6043 -3.7926
C7 -1.5625 0.8908 -1.1773
H15 -0.9898 2.9182 -1.7474
C8 0.1873 -2.2532 -0.7132